[1]
# CH3N2OP

CH3N2OP in the gas phase in a non-equilibrium geometry (ωB97M-V with the def2-TZVPD basis set, OMol25).

Properties
Orbital gap   10.08 eV
SMILES   N#CP(N)O
HOMO energy   -9.90 eV
LUMO   0.007 hartree

Positions of all 8 atoms, in Å:
1 N -1.633 -2.665 1.737
2 C -0.807 -2.023 1.285
3 P 0.397 -1.089 0.091
4 N -0.643 0.302 -0.262
5 O 1.337 -0.238 1.171
6 H -1.652 0.159 -0.537
7 H -0.390 1.158 0.123
8 H 0.984 -0.296 2.028

---

[2]
# C3H4N2O

C3H4N2O in the gas phase in a non-equilibrium geometry (ωB97M-V with the def2-TZVPD basis set, OMol25).

Properties
Orbital gap   9.93 eV
SMILES   C=C=NC(N)=O
HOMO energy   -9.26 eV
LUMO   0.025 hartree

Positions of all 10 atoms, in Å:
1 C 0.612 2.258 0.286
2 C 0.478 0.979 0.410
3 N 0.289 -0.206 0.667
4 C -0.368 -0.818 -0.430
5 N -0.681 -2.099 -0.170
6 O -0.488 -0.265 -1.507
7 H 0.619 2.490 1.349
8 H 1.234 2.740 -0.452
9 H -0.616 -2.449 0.770
10 H -1.078 -2.630 -0.921

---

[3]
# C5H13NO

A 2-piece molecular cluster, C5H13NO overall in a non-equilibrium geometry (ωB97M-V with the def2-TZVPD basis set, OMol25).

Properties
Orbital gap   10.62 eV
SMILES   CC(N)=O.CCC
HOMO energy   -9.83 eV
LUMO   0.029 hartree

Positions of all 20 atoms, in Å:
1 C 0.158 -0.529 -1.646
2 C -1.126 0.261 -1.714
3 N -2.225 -0.266 -1.067
4 O -1.192 1.273 -2.375
5 H 0.511 -0.615 -2.671
6 H 0.126 -1.517 -1.269
7 H 0.789 0.104 -1.030
8 H -2.970 0.366 -0.802
9 H -2.007 -0.858 -0.275
10 C 0.193 -0.398 2.756
11 C 1.520 -0.679 2.042
12 C 2.217 0.495 1.369
13 H -0.206 -1.273 3.272
14 H -0.653 -0.053 2.153
15 H 0.434 0.362 3.496
16 H 2.117 -0.936 2.884
17 H 1.493 -1.529 1.364
18 H 2.433 0.221 0.336
19 H 1.782 1.499 1.407
20 H 3.205 0.807 1.733